one.
82
Properties=species:S:1:pos:R:3 method="wB97M-V/def2-TZVPD" charge=+1 lumo_ev=-2.27 homo_lumo_gap_ha=0.253 homo_ev=-9.16
Sc 0.38 -0.25 0.02
N -1.36 -0.91 -1.44
C -2.37 -1.88 -1.00
C -1.76 -2.78 0.06
N -1.12 -2.00 1.14
C -0.33 -2.91 2.01
C 1.11 -3.02 1.57
N 1.69 -1.67 1.47
C -2.12 -1.29 1.96
C -1.47 -0.19 2.78
N -0.78 0.73 1.86
H -1.76 -0.10 -1.91
H -0.74 -1.33 -2.13
H -2.73 -2.50 -1.82
H -3.23 -1.33 -0.61
H -0.98 -3.39 -0.40
H -2.52 -3.45 0.47
H -0.80 -3.90 2.05
H -0.36 -2.52 3.03
H 1.18 -3.49 0.59
H 1.66 -3.66 2.27
H 2.60 -1.72 1.00
H 1.86 -1.29 2.40
H -2.66 -1.99 2.61
H -2.85 -0.83 1.30
H -0.74 -0.59 3.48
H -2.23 0.32 3.38
H -0.22 1.40 2.37
H -1.48 1.31 1.39
C 4.36 0.93 1.52
C 3.60 1.16 0.26
N 2.28 1.04 0.12
C 2.01 1.37 -1.21
C 3.18 1.66 -1.85
N 4.16 1.52 -0.89
C 3.51 2.10 -3.22
O 2.49 2.22 -4.05
O 4.66 2.33 -3.52
C 0.66 1.04 -1.67
O 0.39 1.15 -2.97
O -0.33 1.71 -0.76
H 3.68 0.70 2.33
H 4.93 1.82 1.80
H 5.07 0.11 1.41
H 5.13 1.73 -1.07
H 1.62 1.91 -3.63
C -3.43 3.82 2.76
C -3.84 3.11 1.64
C -3.02 3.04 0.53
C -1.77 3.67 0.50
C -1.38 4.40 1.63
C -2.21 4.47 2.75
Si -0.65 3.35 -0.96
C 0.96 4.27 -1.00
C 1.38 4.81 -2.22
C 2.65 5.35 -2.36
C 3.51 5.38 -1.28
C 3.10 4.87 -0.05
C 1.84 4.31 0.08
H -4.07 3.88 3.63
H -4.81 2.63 1.63
H -3.36 2.50 -0.35
H -0.44 4.93 1.64
H -1.90 5.05 3.61
H -1.38 3.56 -2.22
H 0.72 4.77 -3.08
H 2.97 5.74 -3.32
H 4.50 5.79 -1.39
H 3.77 4.90 0.80
H 1.55 3.88 1.04
S 1.72 -2.14 -1.50
C 2.06 -1.95 -3.18
N 1.57 -0.92 -3.90
C 1.83 -0.75 -5.21
C 2.60 -1.64 -5.90
C 3.13 -2.73 -5.20
C 2.86 -2.88 -3.86
H 0.98 -0.11 -3.45
H 1.39 0.14 -5.66
H 2.81 -1.49 -6.95
H 3.75 -3.45 -5.71
H 3.26 -3.71 -3.29


two.
82
Properties=species:S:1:pos:R:3 method="wB97M-V/def2-TZVPD" charge=+1 lumo_ev=-2.35 homo_lumo_gap_ha=0.263 homo_ev=-9.51
Sc -0.13 -0.24 0.92
N 1.96 -1.46 1.19
C 1.76 -2.92 1.13
C 0.66 -3.32 2.10
N -0.56 -2.48 1.99
C -1.56 -3.09 1.09
C -1.12 -3.10 -0.37
N -0.61 -1.77 -0.76
C -1.18 -2.29 3.32
C -2.03 -1.04 3.36
N -1.15 0.11 3.05
H 2.53 -1.17 0.39
H 2.50 -1.20 2.01
H 2.67 -3.47 1.38
H 1.52 -3.17 0.11
H 1.04 -3.22 3.12
H 0.41 -4.38 1.96
H -2.47 -2.50 1.17
H -1.79 -4.11 1.42
H -1.98 -3.38 -0.98
H -0.35 -3.85 -0.55
H -1.27 -1.29 -1.37
H 0.23 -1.87 -1.33
H -0.38 -2.20 4.06
H -1.77 -3.17 3.61
H -2.50 -0.95 4.35
H -2.82 -1.06 2.62
H -0.52 0.27 3.82
H -1.71 0.96 2.94
C 1.23 1.95 4.40
C 1.62 2.19 2.98
N 1.26 1.50 1.91
C 1.86 2.12 0.84
C 2.60 3.18 1.26
N 2.43 3.20 2.62
C 3.46 4.23 0.65
O 3.62 4.19 -0.65
O 3.96 5.06 1.37
C 1.63 1.64 -0.54
O 2.20 2.15 -1.49
O 0.78 0.66 -0.61
H 1.39 0.91 4.67
H 0.18 2.22 4.56
H 1.82 2.57 5.07
H 2.86 3.90 3.21
H 3.11 3.43 -1.05
C -1.83 5.06 2.06
C -1.07 4.61 0.99
C -1.34 3.37 0.43
C -2.38 2.55 0.91
C -3.13 3.04 1.98
C -2.86 4.28 2.56
Si -2.57 0.78 0.28
C -3.03 0.65 -1.53
C -4.25 0.09 -1.95
C -4.54 -0.07 -3.29
C -3.63 0.32 -4.26
C -2.41 0.86 -3.88
C -2.11 1.02 -2.53
H -1.62 6.03 2.50
H -0.28 5.22 0.58
H -0.75 3.04 -0.41
H -3.96 2.45 2.37
H -3.46 4.63 3.38
H -3.79 0.30 1.01
H -4.98 -0.20 -1.20
H -5.50 -0.49 -3.59
H -3.86 0.20 -5.31
H -1.69 1.17 -4.63
H -1.15 1.42 -2.25
S 2.47 -2.03 -2.14
C 2.95 -2.53 -3.68
N 3.85 -1.78 -4.37
C 4.33 -2.05 -5.60
C 3.90 -3.16 -6.27
C 2.95 -3.98 -5.62
C 2.49 -3.68 -4.38
H 4.16 -0.94 -3.89
H 5.05 -1.35 -6.00
H 4.28 -3.39 -7.25
H 2.59 -4.87 -6.12
H 1.76 -4.30 -3.88


The most stable arrangement is one, and the next structure is 0.0203 hartree less stable.


one.
16
Properties=species:S:1:pos:R:3 method="wB97M-V/def2-TZVPD" charge=+1 lumo_ev="-5.24 / -5.24" homo_lumo_gap_ha="0.299 / 0.299" homo_ev="-13.37 / -13.37"
C -1.42 1.24 0.47
C -2.06 -0.95 -0.02
C 0.24 -0.23 0.39
C -2.25 0.48 -0.38
C 2.58 0.16 -0.32
N -0.14 0.97 0.52
N -0.93 -1.26 0.46
N 1.45 -0.65 0.10
H -1.70 1.92 1.35
H -3.26 0.82 -0.46
H -2.13 0.42 -1.49
H 2.29 1.13 -0.83
H 3.07 -0.34 -1.06
H 3.29 0.20 0.44
H -0.74 -2.31 0.66
H 1.73 -1.61 0.16


two.
16
Properties=species:S:1:pos:R:3 method="wB97M-V/def2-TZVPD" charge=+1 lumo_ev="-4.85 / -4.85" homo_lumo_gap_ha="0.309 / 0.309" homo_ev="-13.24 / -13.24"
C 0.82 -1.25 -1.91
C 1.58 -0.87 -0.97
C -0.55 -0.78 -1.41
C -0.25 1.44 1.75
C -0.11 0.14 -0.24
N -0.24 2.21 0.57
N -0.09 1.45 -0.43
N -0.48 -0.13 1.21
H 0.96 -1.87 -2.76
H 2.43 -0.72 -0.30
H -1.08 -0.14 -2.19
H -1.08 -1.59 -1.03
H 0.65 1.49 2.51
H -1.23 1.79 2.16
H 0.22 -0.71 1.69
H -1.55 -0.47 1.35


three.
16
Properties=species:S:1:pos:R:3 method="wB97M-V/def2-TZVPD" charge=+1 lumo_ev=-4.77 homo_lumo_gap_ha=0.328 homo_ev=-13.69
C -1.48 1.75 0.31
N -0.41 0.94 -0.22
N 0.75 1.39 -0.18
C 1.85 0.74 -0.34
C 1.96 -0.56 0.07
C 0.96 -1.44 0.33
C -0.38 -1.21 0.02
N -1.41 -1.86 -0.46
H -1.16 2.78 0.05
H -2.39 1.46 -0.27
H -1.41 1.84 1.41
H 2.66 1.47 -0.49
H 3.02 -0.94 0.25
H 1.10 -2.34 0.93
H -1.41 -2.76 -0.86
H -2.25 -1.26 -0.55


The most stable arrangement is one, and the next structure is 0.0187 hartree less stable.


one.
9
Properties=species:S:1:pos:R:3 method="wB97M-V/def2-TZVPD" charge=0 lumo_ev=-0.69 homo_lumo_gap_ha=0.300 homo_ev=-8.85
C -0.14 0.25 -1.12
C -0.48 0.26 0.42
N 0.49 -0.67 -1.60
N 0.42 -0.43 1.13
S 0.74 -1.95 0.43
H -0.30 1.14 -1.66
H -0.51 1.36 0.50
H -1.57 0.03 0.50
H 1.34 0.00 1.38


two.
9
Properties=species:S:1:pos:R:3 method="wB97M-V/def2-TZVPD" charge=0 lumo_ev=-0.71 homo_lumo_gap_ha=0.326 homo_ev=-9.59
H 1.38 -1.77 -0.57
N 1.12 -0.79 -0.79
C 1.77 0.28 -0.50
C 3.10 0.42 -0.06
N 4.18 0.33 0.28
H 1.07 1.13 -0.74
S -2.45 0.18 -0.28
H -1.06 -0.29 -0.42
H -2.18 1.45 -0.69


The most stable arrangement is two, and the next structure is 0.0380 hartree less stable.


one.
9
Properties=species:S:1:pos:R:3 method="wB97M-V/def2-TZVPD" charge=0 lumo_ev=-0.55 homo_lumo_gap_ha=0.313 smiles="N=C=N.C=S" homo_ev=-9.08
N 2.26 0.97 0.44
C 2.46 -0.16 0.08
N 2.83 -1.30 -0.04
H 1.39 1.43 0.56
H 3.14 -1.78 -0.86
C -1.98 -0.28 0.25
S -0.58 -1.07 0.20
H -2.05 0.77 0.49
H -2.92 -0.79 0.03


two.
9
Properties=species:S:1:pos:R:3 method="wB97M-V/def2-TZVPD" charge=0 lumo_ev="-2.31 / -0.12" homo_lumo_gap_ha="0.244 / 0.351" homo_ev="-8.96 / -9.67"
C -1.68 0.78 0.01
C 1.68 0.48 0.23
N -2.00 1.85 0.33
N -1.24 -0.27 -0.59
S -1.09 -1.75 0.20
H 1.40 0.09 1.18
H 2.37 -0.09 -0.36
H 0.97 1.25 -0.09
H -0.42 -2.34 -0.91


The most stable arrangement is one, and the next structure is 0.1026 hartree less stable.